<w>
ORCA calculation (the ωB97M-V functional and the def2-TZVPD basis) on 3 unconnected molecules or ions with the total composition C4H13NOS.

The geometry in XYZ format:
```
20
Properties=species:S:1:pos:R:3:lowdin_charge:R:1
C -0.688 1.176 0.060 -0.2645
N 0.566 0.469 -0.076 0.0193
C 0.541 -0.736 -0.784 -0.3249
C -0.690 -1.692 -0.756 -0.6885
S -0.558 -2.699 0.689 0.5679
C -1.490 0.749 1.305 -0.0707
H -0.551 2.243 -0.098 0.1178
H -1.297 0.866 -0.812 0.1062
H 1.512 -0.899 2.326 0.0524
H 1.385 -1.337 -0.423 0.1053
H 0.689 -0.421 -1.831 0.1776
H -1.633 -1.133 -0.798 0.0495
H -0.768 -2.296 -1.665 0.0613
H 0.859 -0.554 2.441 0.0162
H -0.867 0.680 2.184 0.0463
H -2.262 1.513 1.417 0.0808
H -1.958 -0.220 1.147 0.0401
H 1.900 1.181 -0.848 -0.0411
H 2.568 1.755 -2.165 0.0245
O 2.742 1.353 -1.314 -0.0752
```

Output
Orbital gap in eV: 4.94
HOMO level in eV: -8.2
LUMO energy in eV: -3.271

<x>
ORCA calculation (the ωB97M-V functional and the def2-TZVPD basis) on 2 unconnected molecules or ions with the total composition C4H13NOS.

The geometry in XYZ format:
```
20
Properties=species:S:1:pos:R:3:lowdin_charge:R:1
C -1.151 -1.637 -0.877 -0.0727
C 0.055 -0.687 -0.726 -0.4883
N 1.131 -1.084 -1.613 0.0283
C 0.513 -0.521 0.780 -0.2505
C 1.621 0.453 0.823 -0.5227
S 1.073 2.314 0.640 0.6261
H -0.916 -2.589 -0.393 0.0708
H -1.905 -1.188 -0.257 0.0676
H -1.344 -1.887 -1.941 0.0875
H -0.407 0.260 -1.023 0.1027
H 1.128 -2.025 -2.008 0.0761
H 2.020 -0.985 -1.056 0.0667
H 1.028 -1.453 1.038 0.1123
H -0.299 -0.169 1.635 0.1671
H 2.292 0.117 0.079 0.0334
H 2.203 0.472 1.713 0.0518
H 0.905 2.225 -0.757 -0.1189
O -3.009 2.616 1.411 -0.1408
H -2.850 3.502 0.918 0.0774
H -2.085 2.266 1.614 0.0259
```

Output
Orbital gap in eV: 10.01
HOMO level in eV: -9.3
SMILES: C[C@H](N)CCS.O
LUMO energy in eV: 0.692

<x> ends up most stable, edging out the next structure by 0.1665 hartree.